Record 1
{"formula": "C6H6N5S", "method": "ωB97M-V with the def2-TZVPD basis set", "e_homo_ev": [-13.29, -13.29], "total_energy_ev": -24593.4138, "orbital_gap_ev": [7.610, 7.610], "e_lumo_ev": [-5.684, -5.684], "charge": 1, "de_lowest_ev": 0.341, "spin_multiplicity": 1, "symbols": ["C", "C", "C", "C", "C", "C", "N", "N", "N", "N", "N", "S", "H", "H", "H", "H", "H", "H"], "coordinates": [[-1.740, 0.545, -0.276], [-0.979, 1.127, 0.733], [-1.123, -0.161, -1.299], [0.394, 1.029, 0.723], [0.253, -0.274, -1.335], [1.021, 0.348, -0.338], [2.081, -2.580, 0.288], [1.287, -3.084, -0.315], [2.869, -1.823, 0.769], [2.364, 0.279, -0.402], [3.403, 0.787, -0.274], [4.835, 1.168, -0.158], [-2.816, 0.644, -0.255], [-1.465, 1.663, 1.532], [-1.723, -0.631, -2.063], [0.994, 1.462, 1.508], [0.744, -0.818, -2.126], [3.433, -2.115, 1.554]]}

---

Record 2
{"formula": "C6H11BrN4O", "method": "ωB97M-V with the def2-TZVPD basis set", "e_homo_ev": -17.18, "total_energy_ev": -84428.9676, "orbital_gap_ev": 7.369, "e_lumo_ev": -9.813, "charge": 2, "smiles": "CN1C[NH+]=C[C@@]2(O)C[N@H+](Br)N=C12", "de_lowest_ev": 0.000, "spin_multiplicity": 1, "symbols": ["C", "C", "C", "C", "C", "C", "N", "N", "N", "N", "O", "Br", "H", "H", "H", "H", "H", "H", "H", "H", "H", "H", "H"], "coordinates": [[-0.343, -0.628, 0.876], [-0.299, 0.210, -0.358], [-1.862, -0.815, 0.949], [1.955, 0.731, 0.199], [0.400, 0.172, 1.925], [1.176, 1.296, -2.101], [-1.379, 0.138, -1.047], [0.808, 0.734, -0.799], [1.540, 0.650, 1.580], [-2.310, -0.549, -0.436], [0.242, -1.823, 0.386], [-2.816, -2.285, -1.569], [-2.070, -1.870, 1.246], [-2.578, -0.231, 1.509], [2.570, -0.230, -0.034], [2.683, 1.471, -0.187], [0.065, 0.390, 2.855], [0.404, 1.971, -2.478], [2.188, 1.566, -1.838], [1.248, 0.443, -2.882], [-0.299, -2.575, 0.709], [1.909, 1.450, 2.059], [-3.232, -0.214, -0.565]]}

---

Record 3
{"formula": "C22H21BClCrN6", "method": "ωB97M-V with the def2-TZVPD basis set", "e_homo_ev": [-8.15, -8.06], "total_energy_ev": -73717.8114, "orbital_gap_ev": [8.859, 8.770], "e_lumo_ev": [0.707, 0.707], "s_squared": 3.816, "de_lowest_ev": 0.000, "spin_multiplicity": 4, "symbols": ["Cr", "C", "C", "N", "N", "C", "B", "N", "C", "C", "C", "N", "N", "C", "C", "C", "N", "H", "H", "H", "H", "H", "H", "H", "H", "H", "H", "C", "C", "C", "C", "C", "C", "H", "H", "H", "H", "H", "Cl", "C", "C", "C", "C", "C", "C", "C", "H", "H", "H", "H", "H", "H"], "coordinates": [[0.234, 0.207, -0.109], [-2.467, 2.100, -2.719], [-2.009, 0.968, -2.048], [-0.891, 1.249, -1.383], [-0.617, 2.550, -1.603], [-1.550, 3.082, -2.404], [0.624, 3.250, -1.029], [1.871, 2.454, -1.451], [2.943, 2.851, -2.153], [3.844, 1.806, -2.190], [3.219, 0.786, -1.468], [2.035, 1.193, -1.027], [0.555, 3.179, 0.507], [0.859, 4.128, 1.405], [0.816, 3.562, 2.663], [0.472, 2.230, 2.432], [0.314, 2.014, 1.130], [-3.341, 2.188, -3.336], [-2.440, -0.015, -2.012], [-1.505, 4.118, -2.690], [0.691, 4.377, -1.408], [2.998, 3.837, -2.581], [4.807, 1.780, -2.665], [3.580, -0.203, -1.241], [1.098, 5.132, 1.103], [0.999, 4.042, 3.606], [0.336, 1.439, 3.149], [-3.627, -2.049, 1.899], [-2.853, -1.150, 2.612], [-1.770, -0.530, 2.003], [-1.396, -0.772, 0.677], [-2.207, -1.684, -0.008], [-3.297, -2.309, 0.577], [-4.466, -2.549, 2.366], [-3.095, -0.926, 3.644], [-1.200, 0.170, 2.603], [-1.978, -1.950, -1.035], [-3.895, -3.003, -0.001], [1.670, -0.894, 1.432], [1.295, -2.545, 0.998], [1.449, -3.563, 1.913], [1.018, -4.835, 1.562], [0.425, -5.037, 0.327], [0.302, -3.996, -0.580], [0.756, -2.714, -0.277], [0.695, -1.553, -1.202], [1.875, -3.368, 2.887], [1.133, -5.652, 2.260], [0.054, -6.018, 0.064], [-0.158, -4.171, -1.544], [0.084, -1.808, -2.070], [1.710, -1.394, -1.586]]}

---

Record 4
{"formula": "C2H7N3", "method": "ωB97M-V with the def2-TZVPD basis set", "e_homo_ev": -9.53, "total_energy_ev": -6654.3549, "orbital_gap_ev": 10.318, "e_lumo_ev": 0.788, "smiles": "[H]/N=C(/C)NN", "de_lowest_ev": 3.601, "spin_multiplicity": 1, "symbols": ["C", "C", "H", "H", "H", "H", "H", "H", "H", "N", "N", "N"], "coordinates": [[-1.666, -0.329, 0.023], [-0.296, 0.230, -0.043], [-1.738, -1.525, -0.281], [-2.014, 0.213, 1.031], [-2.112, 0.249, -0.785], [1.067, 1.729, 0.041], [0.312, -1.697, -0.183], [1.848, 0.335, -0.907], [1.998, 0.304, 0.805], [0.045, 1.493, 0.075], [0.686, -0.708, 0.306], [1.870, -0.292, -0.083]]}

---

Record 5
{"formula": "C41H78N3O17S", "method": "ωB97M-V with the def2-TZVPD basis set", "e_homo_ev": -10.65, "total_energy_ev": -93876.2237, "orbital_gap_ev": 5.525, "e_lumo_ev": -5.130, "charge": 1, "spin_multiplicity": 1, "symbols": ["C", "C", "C", "N", "S", "C", "C", "C", "N", "C", "N", "C", "C", "O", "H", "H", "H", "H", "H", "H", "H", "H", "H", "H", "H", "H", "H", "H", "O", "C", "O", "C", "C", "C", "H", "H", "H", "H", "H", "H", "H", "H", "O", "C", "O", "C", "C", "C", "H", "H", "H", "H", "H", "H", "H", "H", "O", "C", "O", "C", "C", "C", "H", "H", "H", "H", "H", "H", "H", "H", "O", "C", "O", "C", "C", "C", "H", "H", "H", "H", "H", "H", "H", "H", "O", "C", "O", "C", "C", "C", "H", "H", "H", "H", "H", "H", "H", "H", "O", "C", "O", "C", "C", "C", "H", "H", "H", "H", "H", "H", "H", "H", "O", "C", "O", "C", "C", "C", "H", "H", "H", "H", "H", "H", "H", "H", "O", "C", "O", "C", "C", "C", "H", "H", "H", "H", "H", "H", "H", "H"], "coordinates": [[4.339, 4.104, -2.470], [5.348, 3.053, -2.114], [5.383, 1.523, -2.723], [5.859, 0.210, -2.066], [6.461, 0.138, -0.428], [5.722, -0.961, -3.014], [6.092, -2.552, -2.877], [5.115, -3.159, -1.665], [3.744, -3.077, -1.933], [5.070, -0.446, -4.427], [4.940, 1.027, -4.107], [4.319, 1.885, -5.229], [2.731, 2.102, -4.753], [1.828, 1.059, -5.332], [4.356, 4.728, -3.486], [3.445, 4.393, -1.734], [6.217, 3.375, -1.362], [5.304, 0.018, 0.400], [5.892, -3.171, -3.872], [7.235, -2.646, -2.634], [5.548, -3.624, -0.664], [3.268, -3.462, -1.088], [4.802, -1.081, -5.373], [4.929, 2.884, -5.255], [4.358, 1.267, -6.223], [2.363, 3.196, -4.961], [2.705, 1.908, -3.580], [1.129, 0.789, -4.640], [1.480, 3.547, -9.462], [0.408, 3.352, -8.893], [-0.720, 3.942, -9.343], [-2.044, 3.635, -8.874], [-2.372, 4.426, -7.622], [0.350, 2.524, -7.644], [-2.174, 2.558, -8.739], [-2.732, 3.931, -9.674], [-1.698, 4.174, -6.799], [-3.400, 4.231, -7.301], [-2.257, 5.498, -7.807], [0.614, 3.148, -6.790], [1.071, 1.705, -7.734], [-0.619, 2.056, -7.472], [1.390, -4.769, 0.013], [0.575, -3.867, 0.194], [0.948, -2.576, 0.074], [0.041, -1.460, 0.076], [-0.278, -1.024, 1.493], [-0.825, -4.184, 0.632], [-0.856, -1.681, -0.510], [0.554, -0.643, -0.442], [-0.779, -1.817, 2.055], [-0.924, -0.141, 1.489], [0.642, -0.786, 2.036], [-0.838, -4.323, 1.713], [-1.142, -5.110, 0.142], [-1.555, -3.427, 0.349], [-1.723, 1.327, 4.987], [-0.570, 0.981, 5.235], [-0.145, -0.257, 4.908], [1.223, -0.695, 4.979], [1.570, -1.166, 6.378], [0.356, 1.899, 5.978], [1.904, 0.079, 4.613], [1.315, -1.538, 4.285], [1.477, -0.358, 7.109], [2.594, -1.550, 6.414], [0.885, -1.958, 6.695], [0.167, 1.806, 7.047], [0.155, 2.927, 5.661], [1.411, 1.718, 5.772], [-4.917, 4.743, 4.947], [-5.237, 3.710, 5.531], [-5.979, 3.766, 6.657], [-6.565, 2.624, 7.306], [-5.569, 1.961, 8.238], [-4.740, 2.379, 5.050], [-6.986, 1.928, 6.575], [-7.409, 3.000, 7.894], [-4.699, 1.583, 7.694], [-6.034, 1.127, 8.771], [-5.193, 2.683, 8.971], [-3.736, 2.211, 5.440], [-4.707, 2.394, 3.956], [-5.386, 1.545, 5.322], [-2.493, -2.344, -5.336], [-1.951, -3.333, -4.848], [-1.598, -3.346, -3.546], [-1.137, -4.508, -2.836], [0.353, -4.707, -3.031], [-1.598, -4.509, -5.711], [-1.720, -5.393, -3.108], [-1.337, -4.323, -1.775], [0.602, -4.881, -4.081], [0.709, -5.560, -2.445], [0.902, -3.812, -2.721], [-0.647, -4.314, -6.208], [-2.382, -4.637, -6.464], [-1.543, -5.452, -5.167], [0.697, -7.705, -3.239], [1.850, -8.051, -2.991], [2.275, -9.289, -3.318], [3.643, -9.727, -3.247], [3.990, -10.198, -1.848], [2.775, -7.133, -2.248], [4.324, -8.953, -3.613], [3.735, -10.570, -3.941], [3.897, -9.390, -1.117], [5.014, -10.582, -1.812], [3.305, -10.991, -1.531], [2.587, -7.226, -1.178], [2.575, -6.105, -2.565], [3.830, -7.314, -2.454], [-0.018, 5.439, -5.081], [-0.514, 6.519, -4.765], [-1.838, 6.616, -4.522], [-2.482, 7.775, -3.965], [-2.813, 8.783, -5.049], [0.329, 7.759, -4.725], [-1.886, 8.207, -3.155], [-3.413, 7.423, -3.508], [-1.911, 9.152, -5.544], [-3.352, 9.638, -4.630], [-3.432, 8.321, -5.824], [0.411, 8.167, -5.733], [1.325, 7.492, -4.358], [-0.049, 8.525, -4.047], [-5.385, -0.509, 10.527], [-4.824, -0.128, 11.552], [-5.021, 1.126, 12.011], [-4.570, 1.607, 13.289], [-3.131, 2.079, 13.214], [-3.849, -1.021, 12.262], [-4.728, 0.858, 14.070], [-5.212, 2.458, 13.544], [-2.454, 1.263, 12.946], [-2.810, 2.495, 14.173], [-3.021, 2.847, 12.441], [-2.875, -0.941, 11.778], [-4.207, -2.053, 12.192], [-3.751, -0.805, 13.326]]}

---

Record 6
{"formula": "C4H7NO", "method": "ωB97M-V with the def2-TZVPD basis set", "e_homo_ev": -9.45, "total_energy_ev": -7796.9977, "orbital_gap_ev": 10.469, "e_lumo_ev": 1.021, "smiles": "O[C@H]1C[C@H]2N[C@@H]12", "de_lowest_ev": 2.647, "spin_multiplicity": 1, "symbols": ["O", "C", "C", "C", "N", "C", "H", "H", "H", "H", "H", "H", "H"], "coordinates": [[-1.735, 0.018, -1.063], [-0.421, -0.425, -0.911], [0.680, 0.684, -0.775], [0.874, 0.248, 0.670], [-0.455, 0.279, 1.318], [-0.064, -0.887, 0.512], [-1.906, 0.526, -0.251], [-0.219, -1.157, -1.696], [0.349, 1.714, -0.925], [1.543, 0.471, -1.414], [1.739, 0.383, 1.307], [-0.315, 0.034, 2.296], [-0.070, -1.888, 0.933]]}

---

Record 7
{"formula": "C20H49AgCl4F2N6O11S2", "method": "ωB97M-V with the def2-TZVPD basis set", "e_homo_ev": [-10.58, -10.57], "total_energy_ev": -134183.3691, "orbital_gap_ev": [7.251, 2.364], "e_lumo_ev": [-3.334, -8.207], "charge": 1, "s_squared": 0.755, "de_lowest_ev": 1.540, "spin_multiplicity": 2, "symbols": ["Ag", "N", "S", "O", "O", "F", "S", "O", "O", "F", "Cl", "C", "C", "Cl", "H", "H", "H", "H", "Cl", "C", "C", "Cl", "H", "H", "H", "H", "C", "C", "C", "O", "H", "H", "H", "H", "H", "H", "H", "H", "C", "C", "C", "O", "H", "H", "H", "H", "H", "H", "H", "H", "O", "C", "N", "C", "H", "H", "H", "H", "H", "O", "C", "N", "C", "H", "H", "H", "H", "H", "O", "C", "N", "C", "H", "H", "H", "H", "H", "O", "C", "N", "C", "H", "H", "H", "H", "H", "O", "C", "N", "C", "H", "H", "H", "H", "H"], "coordinates": [[1.190, -1.039, -2.267], [0.948, -0.255, -0.219], [1.781, 0.423, 0.882], [2.048, -0.396, 2.069], [1.786, 1.867, 1.038], [3.165, 0.142, 0.119], [-0.453, 0.416, 0.540], [-0.805, 1.790, 0.206], [-0.703, -0.047, 1.914], [-1.537, -0.510, -0.212], [3.123, 4.206, 2.995], [4.402, 3.816, 1.800], [4.024, 4.501, 0.554], [5.337, 4.390, -0.687], [4.500, 2.730, 1.788], [5.393, 4.087, 2.165], [3.768, 5.545, 0.734], [3.211, 4.075, -0.034], [-1.416, 5.074, 1.522], [0.003, 4.941, 0.467], [0.694, 6.306, 0.395], [1.168, 6.907, 1.987], [-0.293, 4.681, -0.550], [0.654, 4.105, 0.723], [0.048, 7.031, -0.099], [1.635, 6.271, -0.154], [-4.374, -2.271, 0.957], [-5.806, -2.062, 0.394], [-6.925, -1.890, 1.439], [-5.751, -1.006, -0.461], [-4.436, -3.218, 1.494], [-4.109, -1.517, 1.698], [-3.693, -2.423, 0.119], [-6.018, -2.936, -0.222], [-7.906, -1.644, 1.034], [-6.710, -0.983, 2.004], [-7.091, -2.695, 2.155], [-5.190, -0.366, -0.017], [-1.167, -3.569, -0.999], [-0.579, -4.084, -2.318], [-1.509, -4.756, -3.339], [-0.067, -2.893, -2.980], [-2.051, -2.953, -1.166], [-0.424, -2.997, -0.444], [-1.483, -4.434, -0.416], [0.267, -4.713, -2.044], [-0.929, -4.984, -4.233], [-2.418, -4.212, -3.597], [-1.951, -5.699, -3.017], [0.203, -3.209, -3.845], [-1.251, -2.258, 5.923], [-1.113, -2.004, 4.710], [-1.016, -0.754, 4.345], [-1.184, -3.032, 3.566], [-0.918, -0.081, 5.091], [-0.944, -0.545, 3.359], [-2.176, -3.459, 3.712], [-0.527, -3.880, 3.764], [-1.192, -2.771, 2.508], [-4.531, 1.494, 0.392], [-4.586, 2.269, 1.369], [-5.421, 3.317, 1.304], [-3.799, 1.999, 2.615], [-5.954, 3.535, 0.473], [-5.311, 4.001, 2.038], [-4.056, 0.995, 2.954], [-3.973, 2.657, 3.466], [-2.749, 1.922, 2.334], [2.155, -2.790, -1.056], [2.521, -3.653, -0.280], [2.567, -4.926, -0.665], [2.860, -3.280, 1.113], [3.036, -5.528, -0.004], [2.274, -5.237, -1.580], [3.579, -3.915, 1.630], [1.994, -3.183, 1.768], [3.419, -2.345, 1.071], [3.417, -1.077, -2.703], [4.546, -0.710, -3.066], [4.720, -0.922, -4.339], [5.467, 0.016, -2.182], [5.611, -0.671, -4.742], [3.968, -1.267, -4.917], [6.409, -0.512, -2.329], [5.152, -0.035, -1.140], [5.637, 1.015, -2.583], [1.865, 1.149, -2.810], [1.848, 2.371, -2.875], [0.952, 3.079, -2.218], [2.814, 3.082, -3.823], [0.750, 4.052, -2.398], [0.435, 2.636, -1.472], [2.334, 3.209, -4.793], [3.687, 2.445, -3.966], [3.130, 4.050, -3.435]]}

---

Record 8
{"formula": "C2H5N3O2", "method": "ωB97M-V with the def2-TZVPD basis set", "e_homo_ev": -9.45, "total_energy_ev": -10718.6610, "orbital_gap_ev": 9.744, "e_lumo_ev": 0.294, "de_lowest_ev": 3.149, "spin_multiplicity": 1, "symbols": ["N", "C", "C", "N", "O", "N", "O", "H", "H", "H", "H", "H"], "coordinates": [[-0.655, -0.768, -0.601], [-0.756, -1.111, 0.726], [0.220, 0.323, -0.341], [1.432, 0.320, -0.982], [-1.446, -0.003, 1.574], [-0.317, 1.379, 0.232], [-0.661, -2.220, 1.201], [-1.824, 0.698, 1.000], [-0.300, -1.529, -1.166], [2.083, -0.414, -0.737], [1.830, 1.214, -1.235], [0.394, 2.112, 0.330]]}